{"formula": "C18H33ClFN2O4", "method": "the ωB97M-V functional and the def2-TZVPD basis", "relative_energy_kcal_mol": 0.0, "homo_energy_ev": -12.189, "gap_ev": 9.60, "spin_multiplicity": 1, "e_lumo_ev": -2.5926, "charge": 1, "species": ["C", "C", "C", "C", "C", "C", "O", "O", "C", "C", "C", "O", "O", "C", "C", "H", "H", "H", "H", "H", "H", "H", "H", "H", "H", "H", "H", "H", "H", "H", "H", "H", "H", "H", "Cl", "C", "N", "C", "C", "N", "F", "C", "C", "C", "C", "H", "H", "H", "H", "H", "H", "H", "H", "H", "H", "H", "H", "H", "H"], "positions_angstrom": [[-5.0781, -0.6873, 2.4331], [-4.1639, -0.9472, 1.2495], [-2.7541, -0.3718, 1.5695], [-1.7946, -0.4952, 0.4397], [-1.4015, -2.0066, 0.1358], [-1.5700, -2.3352, -1.3770], [-1.1978, -3.4195, -1.7851], [-2.0567, -1.3690, -2.1788], [-2.2592, -1.7779, -3.5639], [-2.2026, -0.5814, -4.4818], [-1.7380, -3.1679, 1.1008], [-2.1585, -4.2583, 0.8481], [-1.3458, -2.7658, 2.3151], [-0.9353, -3.8399, 3.2067], [-0.3238, -3.1957, 4.4330], [-6.0989, -0.9662, 2.1898], [-4.7622, -1.2756, 3.2958], [-5.0631, 0.3697, 2.7069], [-3.9952, -2.0234, 1.0744], [-4.5696, -0.4997, 0.3222], [-2.8718, 0.6813, 1.8615], [-2.3183, -0.9110, 2.4191], [-2.2961, -0.1601, -0.4601], [-0.8374, 0.0800, 0.5127], [-1.4637, -2.4901, -3.7687], [-3.2311, -2.2698, -3.6300], [-2.3806, -0.9082, -5.5082], [-2.9660, 0.1643, -4.2272], [-1.2154, -0.1024, -4.4582], [-1.8594, -4.4041, 3.4534], [-0.1740, -4.5056, 2.7500], [-0.1200, -3.9891, 5.1480], [0.6122, -2.6548, 4.2768], [-1.0329, -2.4936, 4.8614], [6.7283, -0.8581, -3.0871], [5.3500, 0.2000, -3.3700], [4.1122, -0.2760, -2.7337], [3.6492, -1.6607, -3.2870], [2.3362, -2.0242, -2.6290], [1.9092, -0.8963, -1.7981], [-0.0947, -2.1722, 0.4144], [1.6917, 0.3634, -2.4779], [3.0099, 0.7787, -3.0953], [2.8522, -0.7387, -0.6434], [4.2047, -0.3226, -1.1711], [5.5886, 1.1815, -2.9753], [5.1763, 0.2489, -4.4470], [3.5201, -1.4941, -4.3730], [4.4644, -2.3491, -3.0380], [1.5556, -2.2318, -3.3873], [2.4640, -2.9187, -1.9763], [0.9145, 0.2319, -3.2515], [1.3658, 1.1137, -1.7338], [3.3873, 1.7152, -2.6588], [2.9724, 0.7608, -4.1931], [2.4465, 0.0327, 0.0415], [2.9300, -1.7046, -0.1004], [5.0000, -1.0342, -0.9608], [4.4493, 0.7160, -0.8857]], "forces_ev_per_angstrom": [[-0.15, -0.30, -0.17], [1.25, 0.19, 0.07], [-0.61, 0.42, 0.91], [0.53, -1.28, -1.04], [-1.46, 1.51, -0.41], [0.57, -1.84, -0.29], [-0.31, 1.19, 0.31], [-0.15, -0.15, 0.30], [0.26, -0.03, 0.17], [0.02, 0.33, 0.18], [-1.97, -0.09, 0.24], [0.19, 0.26, -0.26], [0.65, -0.77, 0.26], [-0.20, -0.06, 0.33], [-0.29, -0.02, 0.12], [-0.18, -0.01, 0.11], [-0.02, 0.07, 0.04], [-0.03, -0.05, -0.01], [-0.59, 0.21, -0.04], [0.24, -0.17, 0.35], [0.09, -0.15, -0.08], [-0.48, 0.43, 0.05], [0.06, 0.31, -0.12], [-0.72, -0.56, 0.27], [-0.19, -0.13, -0.29], [0.13, -0.10, 0.09], [-0.03, -0.03, 0.08], [0.21, -0.16, -0.04], [-0.20, -0.04, 0.05], [0.78, 0.10, -0.06], [-0.73, 0.38, -0.25], [-0.03, 0.01, 0.21], [-0.10, -0.14, -0.39], [-0.08, 0.02, 0.23], [-0.04, -0.03, 0.06], [0.31, -0.15, -0.30], [-1.61, -0.14, 0.63], [1.09, 1.06, -0.35], [-0.84, 0.21, 0.56], [-0.42, -0.84, 1.95], [3.72, 0.69, -0.93], [-0.23, -0.65, 0.29], [1.40, -0.21, -0.25], [-1.50, -0.41, -0.35], [0.65, 0.66, -1.53], [-0.02, 0.08, 0.02], [0.04, 0.04, 0.18], [0.45, -0.27, 0.47], [-0.19, 0.13, -0.44], [0.41, 0.00, 0.45], [-0.32, 0.66, -0.50], [0.27, 0.14, 0.41], [-0.03, -0.41, -0.44], [-0.08, -0.14, -0.60], [0.17, 0.43, 0.33], [0.18, -0.54, -0.34], [-0.26, 0.65, -0.34], [0.12, 0.27, 0.18], [0.29, -0.59, -0.04]]}